Formula: C4H8BrNO3
Source: OMol25
Level of theory: ωB97M-V with the def2-TZVPD basis set

Computed properties:
<S²> = 2.01
Orbital gap (spin up / spin down) = 4.84 / 5.98 eV
Charge = 0
Multiplicity = 3

Each line ends with the Löwdin spin population.
Positions of all 17 atoms, in Å:
C -1.027 -1.740 -0.168  0.125
C 1.421 0.078 -0.878  0.017
C 0.011 0.776 -0.701  0.034
C -0.915 0.035 0.232  0.474
N -0.394 0.018 1.538  0.073
O 0.013 -2.156 0.458  0.074
O -1.876 -2.163 -0.852  0.085
O 0.158 2.037 -0.133  0.014
Br -2.731 0.761 -0.074  1.067
H 1.246 -0.943 -1.195  0.001
H 1.912 0.024 0.186  0.001
H 2.001 0.595 -1.590  0.003
H -0.368 0.922 -1.670  0.004
H -0.951 -0.103 2.331  0.013
H 0.160 0.927 1.668  0.008
H 0.273 -1.462 1.003  0.007
H 1.068 2.394 -0.155  0.000

---

Formula: C4H8Cl2NNiO6S
Source: OMol25
Level of theory: ωB97M-V with the def2-TZVPD basis set

Computed properties:
<S²> = 2.00
Orbital gap (spin up / spin down) = 8.35 / 8.36 eV
Charge = -1
Multiplicity = 3

Each line ends with the Löwdin spin population.
Positions of all 23 atoms, in Å:
Ni 0.284 1.194 0.655  1.696
O -1.606 2.481 -2.187  0.007
S -0.898 1.364 -1.615  0.002
O -0.853 0.176 -2.459  0.003
O -1.464 0.990 -0.234  0.075
O 0.527 1.760 -1.199  0.079
N 0.934 -0.736 0.450  0.061
C 1.397 -1.310 1.723  0.004
C 2.449 -0.424 2.377  0.000
C 1.935 0.876 3.016  0.004
O 2.379 1.194 4.108  0.011
O 1.077 1.578 2.345  0.052
H 0.133 -1.236 0.072  0.001
H 1.660 -0.766 -0.258  0.001
H 1.802 -2.315 1.573  0.003
H 0.528 -1.403 2.376  0.000
H 3.205 -0.149 1.632  0.000
H 2.960 -0.971 3.167  0.000
Cl -1.499 -2.387 -1.466  0.000
C -1.924 -3.882 -0.652  0.000
Cl -0.694 -4.386 0.536  0.000
H -2.014 -4.672 -1.388  0.000
H -2.854 -3.732 -0.118  0.000

---

Formula: C4H8Cl3GeIrO5S2
Source: OMol25
Level of theory: ωB97M-V with the def2-TZVPD basis set

Computed properties:
<S²> = 0.76
Orbital gap (spin up / spin down) = 8.59 / 7.69 eV
Charge = +1
Multiplicity = 2

Each line ends with the Löwdin spin population.
Positions of all 24 atoms, in Å:
Ir -0.651 -1.455 0.640  0.735
O 1.020 -3.616 -1.998  0.010
S 0.284 -2.606 -1.362  0.007
O 1.068 -1.934 -0.102  0.046
O -0.841 -3.119 -0.391  0.058
O -0.277 -1.470 -2.066  -0.003
O -1.422 0.238 1.180  0.104
S -1.062 1.722 0.733  0.015
C -1.305 1.721 -1.070  0.007
C 0.006 2.228 -1.662  0.001
C 1.113 1.557 -0.854  0.000
C 0.748 1.772 0.614  0.000
H -2.195 2.302 -1.303  0.000
H -1.469 0.671 -1.326  0.000
H 0.073 3.314 -1.583  0.000
H 0.049 1.969 -2.719  0.000
H 2.090 1.991 -1.058  0.000
H 1.164 0.493 -1.088  0.000
H 1.023 2.764 0.976  0.000
H 1.129 1.037 1.325  0.001
Cl 1.041 -3.980 2.833  -0.002
Ge -0.192 -2.296 2.852  0.008
Cl 0.737 -0.652 3.824  0.009
Cl -2.130 -2.652 3.604  0.004

---

Formula: C4H8Cl5N2O5PS
Source: OMol25
Level of theory: ωB97M-V with the def2-TZVPD basis set

Computed properties:
Orbital gap = 9.17 eV
Charge = 0
Multiplicity = 1
SMILES = NC[C@@]1(Cl)OS(=O)(=O)O[C@H]1P(N)O.ClC(Cl)(Cl)Cl

Each line ends with the Mulliken charge.
Positions of all 26 atoms, in Å:
N 0.184 1.447 -1.601  -0.447
C 0.956 0.172 -1.856  -0.664
C 1.372 -0.474 -0.408  0.591
Cl 3.223 -0.492 -0.497  -0.187
O 0.716 0.280 0.673  -0.114
S 1.036 -0.666 2.086  1.109
O 2.099 0.166 2.846  -0.562
O -0.137 -1.017 3.032  -0.517
O 1.501 -2.154 1.354  -0.310
C 0.995 -2.030 -0.054  -0.258
P -0.850 -2.553 -0.227  0.180
N -1.388 -2.458 -1.957  -0.671
O -1.911 -1.395 0.584  -0.434
H 0.470 2.163 -2.320  0.249
H -0.836 1.225 -1.692  0.212
H 0.300 -0.514 -2.540  0.097
H 1.961 0.411 -2.451  0.371
H 1.631 -2.819 -0.664  0.417
H -1.654 -1.444 -2.103  0.316
H -0.538 -2.587 -2.561  0.334
H -2.387 -1.897 1.328  0.336
C -1.349 3.327 1.806  0.286
Cl -1.854 1.622 1.690  -0.039
Cl -0.566 3.819 0.283  -0.087
Cl -2.778 4.351 2.097  -0.112
Cl -0.198 3.516 3.153  -0.094

---

Formula: C4H8ClF
Source: OMol25
Level of theory: ωB97M-V with the def2-TZVPD basis set

Computed properties:
Orbital gap = 11.70 eV
Charge = 0
Multiplicity = 1

Each line ends with the Mulliken charge.
Positions of all 14 atoms, in Å:
C -0.047 -0.007 1.810  -0.854
C -0.479 0.822 0.395  0.073
C 0.474 0.477 -0.869  -0.567
C 0.009 -0.925 -1.165  -0.236
H 0.053 0.683 2.773  0.285
H -0.415 -1.072 2.075  0.265
H 1.251 -0.135 1.248  0.207
H -1.562 0.575 -0.133  0.342
H -0.100 0.970 -1.809  0.242
H 1.547 0.685 -0.905  0.371
H 0.378 -1.878 -0.566  0.211
H -1.080 -1.124 -1.115  0.245
F 0.195 -1.654 -2.563  -0.381
Cl -0.222 2.582 0.823  -0.204

---

Formula: C4H8ClN
Source: OMol25
Level of theory: ωB97M-V with the def2-TZVPD basis set

Computed properties:
Orbital gap = 10.16 eV
Charge = 0
Multiplicity = 1
SMILES = C[C@@]1(N)C[C@H]1Cl

Each line ends with the Mulliken charge.
Positions of all 14 atoms, in Å:
C -0.608 -0.024 1.527  -1.508
C -0.150 -0.027 0.113  0.515
C 0.970 0.692 -0.760  -0.690
C 1.067 -0.849 -0.585  0.028
H -1.170 -0.929 1.958  0.265
H -1.210 0.805 1.669  0.418
H 0.189 0.286 2.033  0.511
H -1.689 -0.649 -0.669  0.229
H -1.818 0.958 -0.980  0.236
H 0.598 0.951 -1.810  0.288
H 1.862 1.365 -0.257  0.233
H 0.804 -1.392 -1.575  0.329
N -1.233 0.090 -0.975  -0.647
Cl 2.389 -1.277 0.312  -0.207

---

Formula: C4H8ClN
Source: OMol25
Level of theory: ωB97M-V with the def2-TZVPD basis set

Computed properties:
Orbital gap (spin up / spin down) = 6.89 / 8.65 eV
Charge = 0
Multiplicity = 1

Each line ends with the Mulliken charge.
Positions of all 14 atoms, in Å:
C -1.042 -0.740 0.030  -0.456
C -0.231 -1.825 0.668  -0.781
C -0.115 -0.104 -1.069  0.146
C 0.434 1.681 0.508  -0.990
N 0.746 0.877 -0.725  -0.233
Cl 0.279 -1.102 -2.422  -0.199
H -1.844 -1.040 -0.596  0.292
H -1.371 -0.011 0.861  0.309
H 0.266 -1.398 1.504  0.282
H 0.007 -2.686 0.026  0.341
H -0.530 1.973 0.308  0.442
H 0.463 1.291 1.473  0.291
H 1.254 2.462 0.400  0.313
H 1.685 0.621 -0.965  0.242

---

Formula: C4H8ClN
Source: OMol25
Level of theory: ωB97M-V with the def2-TZVPD basis set

Computed properties:
Orbital gap (spin up / spin down) = 7.79 / 8.70 eV
Charge = 0
Multiplicity = 1

Each line ends with the Mulliken charge.
Positions of all 14 atoms, in Å:
C 1.624 0.799 -0.030  0.382
C -0.581 -0.594 -0.361  -0.638
C 0.903 2.086 0.051  -0.929
C -0.324 -1.940 0.191  -0.838
N 2.882 0.781 0.065  -0.333
Cl 3.801 -0.665 -0.036  -0.118
H -0.607 -0.485 -1.430  0.341
H -1.169 0.092 0.218  0.367
H 0.233 2.083 0.909  0.267
H 0.309 2.214 -0.852  0.279
H 1.598 2.924 0.151  0.344
H -1.269 -2.487 0.296  0.335
H 0.129 -1.891 1.182  0.260
H 0.325 -2.516 -0.464  0.281

---

Let's list electronic energy in order: -81946.4077 -94980.4404 -133101.1882 -100227.0078 -19513.7278 -18286.8773 -18286.0820 -18285.5836 eV.